--- a ---
An isolated molecule of C6H13N. Source: the Open Molecules 2025 dataset; level of theory: wB97M-V/def2-TZVPD.

## Properties
SMILES: C=CC(C)(C)NC
HOMO-LUMO gap: 9.7 eV
HOMO energy: -8.71 eV
M: 99.177 g mol⁻¹

Each line ends with the Löwdin charge.
Geometry (Å):
C: -2.4222 0.3962 -0.6296  0.02
C: -1.5971 -0.4919 -0.1102  -0.14
C: -0.1191 -0.2770 0.1276  -0.61
C: 0.6256 -1.5831 -0.2135  -0.04
C: 0.0627 0.0441 1.6179  -0.04
N: 0.3142 0.8562 -0.6829  -0.08
C: 1.6803 1.3097 -0.5334  -0.13
H: -3.4715 0.1887 -0.7572  0.05
H: -2.0757 1.3666 -0.9393  0.05
H: -1.9643 -1.4581 0.2110  0.10
H: 0.2492 -2.4028 0.3932  0.08
H: 1.6911 -1.4799 -0.0205  0.07
H: 0.4830 -1.8347 -1.2637  0.08
H: 1.1120 0.0120 1.9005  0.07
H: -0.4762 -0.6833 2.2201  0.08
H: -0.3355 1.0335 1.8257  0.09
H: 0.1346 0.6381 -1.6583  0.11
H: 1.8339 1.6712 0.4819  0.07
H: 2.4435 0.5486 -0.7536  0.07
H: 1.8318 2.1459 -1.2154  0.08

=====

--- b ---
A structure of composition C6H13N. Source: the Open Molecules 2025 dataset; level of theory: wB97M-V/def2-TZVPD.

## Properties
HOMO-LUMO gap: 9.1 eV
HOMO energy: -8.18 eV
M: 99.177 g mol⁻¹

Each line ends with the Löwdin charge.
Geometry (Å):
C: -0.1298 -1.1692 -1.3909  -0.07
C: -1.0168 -1.3411 1.0020  -0.07
C: -0.3143 -0.4898 -0.0446  -0.46
N: -0.6545 1.6200 -1.2850  0.02
C: -0.6250 0.9189 -0.0246  -0.30
H: -0.7713 2.6170 -1.1620  0.07
H: -1.3863 1.2812 -1.8988  0.07
H: -1.3806 1.2073 0.7138  0.12
H: -1.0940 -1.3094 -1.8943  0.08
H: 0.5065 -0.5775 -2.0480  0.08
H: -1.0506 -0.8328 1.9682  0.08
H: -2.0468 -1.5622 0.7027  0.08
H: -0.5017 -2.2947 1.1437  0.08
H: 0.3178 -2.1578 -1.2653  0.08
C: 1.7795 1.3387 1.0657  -0.05
C: 2.0747 0.1244 0.9653  -0.05
H: 0.9132 -0.4559 0.4107  0.06
H: 2.1120 2.3163 1.3588  0.06
H: 0.4457 1.3976 0.5671  0.06
H: 2.8223 -0.6312 1.1155  0.06

=====

Q: Which of them is the least stable? A: b.

=====

--- a ---
An isolated molecule of C6H13N. Source: the Open Molecules 2025 dataset; level of theory: wB97M-V/def2-TZVPD.

## Properties
SMILES: C=C(CC)CCN
HOMO-LUMO gap: 10.1 eV
HOMO energy: -9.08 eV
M: 99.177 g mol⁻¹

Each line ends with the Löwdin charge.
Geometry (Å):
C: 1.8414 0.0283 -1.5503  0.04
C: 0.8047 0.0405 -0.7210  -0.34
C: 0.3969 1.2316 0.0736  -0.23
C: 0.8807 1.4608 1.5410  -0.08
C: -0.0462 -1.2322 -0.4944  -0.17
C: -1.5444 -1.0939 -0.5517  -0.26
N: -2.2563 -0.7867 0.7475  -0.01
H: 2.2197 -0.9137 -1.9332  0.06
H: 2.3100 0.9537 -1.8747  0.06
H: -0.7010 1.2467 0.0388  0.09
H: 0.7872 2.1374 -0.4288  0.11
H: 1.8468 1.9463 1.6698  0.07
H: 0.0862 2.1439 1.8507  0.07
H: 0.9658 0.5175 2.0947  0.07
H: 0.3046 -1.5577 0.4976  0.12
H: 0.2638 -1.9422 -1.2682  0.10
H: -1.8750 -2.0523 -0.9650  0.11
H: -1.9204 -0.2505 -1.1296  0.10
H: -1.6033 -0.2850 1.3345  0.04
H: -2.7611 -1.5928 1.0686  0.05

=====

--- b ---
An isolated molecule of C6H13N. Source: the Open Molecules 2025 dataset; level of theory: wB97M-V/def2-TZVPD.

## Properties
SMILES: C=CCCNCC
HOMO-LUMO gap: 10.0 eV
HOMO energy: -8.79 eV
M: 99.177 g mol⁻¹

Each line ends with the Löwdin charge.
Geometry (Å):
C: -2.7804 -0.5271 -2.4422  -0.01
C: -1.4898 -0.4458 -2.0801  -0.20
C: -1.0327 -0.4051 -0.6475  -0.19
C: 0.2134 0.5334 -0.4497  -0.23
N: 1.1472 -0.0036 0.5169  -0.09
C: 1.2375 0.6900 1.8352  -0.32
C: 2.2130 -0.0216 2.7151  -0.12
H: -3.1731 -0.1279 -3.3684  0.05
H: -3.5334 -0.7126 -1.6771  0.05
H: -0.7622 -0.6799 -2.8555  0.10
H: -0.7240 -1.3866 -0.2784  0.11
H: -1.8296 0.0672 -0.0846  0.10
H: -0.1254 1.5382 -0.1800  0.11
H: 0.7339 0.5584 -1.4089  0.11
H: 2.1327 0.0147 0.2689  0.10
H: 0.2134 0.8428 2.2035  0.11
H: 1.4901 1.7736 1.7643  0.11
H: 2.2137 0.4060 3.7193  0.07
H: 2.0234 -1.0951 2.7032  0.07
H: 3.2335 -0.0640 2.2974  0.08

=====

--- c ---
An isolated molecule of C6H13N. Source: the Open Molecules 2025 dataset; level of theory: wB97M-V/def2-TZVPD.

## Properties
SMILES: CCC/C=C(/C)N
HOMO-LUMO gap: 9.5 eV
HOMO energy: -8.51 eV
M: 99.177 g mol⁻¹

Each line ends with the Löwdin charge.
Geometry (Å):
C: -1.4067 1.4082 -1.5069  -0.12
C: -0.5860 0.3138 -2.1717  -0.26
C: -0.2995 -0.8364 -1.1567  -0.21
C: 0.7318 -0.3787 -0.1672  -0.11
C: 0.6159 -0.3179 1.1579  -0.39
C: 1.8144 -0.1716 2.0361  -0.07
N: -0.6516 -0.2841 1.8421  0.06
H: -2.1834 0.9229 -0.9152  0.07
H: -0.8068 1.9635 -0.7877  0.07
H: -1.8080 2.1441 -2.2034  0.07
H: -1.2174 -0.1007 -2.9469  0.10
H: 0.4113 0.6718 -2.4281  0.10
H: 0.2042 -1.5818 -1.7732  0.11
H: -1.2145 -1.1257 -0.6515  0.09
H: 1.6996 -0.2307 -0.6444  0.11
H: 1.6209 0.4331 2.9215  0.07
H: 2.6625 0.1667 1.4489  0.07
H: 2.0842 -1.1159 2.5315  0.08
H: -1.0047 0.6633 1.7994  0.08
H: -1.3287 -0.9129 1.4297  0.06

=====

Q: Which of them is the least stable? A: b.

=====

--- a ---
An isolated molecule of C6H13N. Source: the Open Molecules 2025 dataset; level of theory: wB97M-V/def2-TZVPD.

## Properties
SMILES: C=CCCCCN
HOMO-LUMO gap: 10.3 eV
HOMO energy: -9.18 eV
M: 99.177 g mol⁻¹

Each line ends with the Löwdin charge.
Geometry (Å):
C: -2.2441 -0.4030 -1.4410  -0.01
C: -1.6529 0.8087 -1.1275  -0.20
C: -0.1782 1.0180 -0.8403  -0.25
C: -0.0415 0.9894 0.6654  -0.27
C: 0.0818 -0.4299 1.0987  -0.21
C: 1.2709 -1.2032 0.4232  -0.29
N: 2.6239 -0.6765 0.5405  0.02
H: -1.6602 -1.3081 -1.4079  0.04
H: -3.3638 -0.5097 -1.6377  0.07
H: -2.2338 1.6368 -0.6070  0.11
H: 0.0944 2.0327 -1.2193  0.12
H: 0.1940 0.2403 -1.4842  0.09
H: 0.8322 1.5661 0.9993  0.10
H: -0.9487 1.5952 1.1858  0.16
H: -0.9639 -0.9323 0.8562  0.13
H: 0.2769 -0.5655 2.2110  0.12
H: 0.9872 -1.4571 -0.5546  0.08
H: 1.2174 -2.1615 0.7414  0.07
H: 2.8406 -0.4669 1.4892  0.05
H: 2.8682 0.2267 0.1088  0.08

=====

--- b ---
A cluster of 2 separate species, C6H13N in total. Source: the Open Molecules 2025 dataset; level of theory: wB97M-V/def2-TZVPD.

## Properties
HOMO-LUMO gap: 5.0 eV
HOMO energy: -6.58 eV
M: 99.177 g mol⁻¹

Each line ends with the Löwdin charge.
Geometry (Å):
C: -2.0257 0.2329 1.5929  -0.09
C: -0.5969 0.0647 1.0941  -0.31
C: -0.1652 1.2601 0.1182  -0.02
C: 0.0077 -0.1904 -0.2506  -0.64
C: -0.8217 -0.7246 -1.2674  0.08
C: 2.1527 -0.0857 -1.3072  -0.10
N: 1.3867 -0.6792 -0.1607  -0.03
H: -2.2012 1.2403 1.9926  0.07
H: -2.2335 -0.4032 2.4808  0.08
H: -2.7865 0.0959 0.8038  0.08
H: -0.2005 -0.6751 1.7649  0.10
H: 0.8117 1.0097 2.3313  0.16
H: -1.1036 1.7260 -0.2228  0.13
H: 0.6735 1.8940 0.3825  0.07
H: -1.1870 -0.1062 -2.0708  0.05
H: -1.3017 -1.6882 -1.1344  0.06
H: 1.4434 0.2741 -2.0630  0.07
H: 2.7328 0.7958 -1.0006  0.07
H: 2.8348 -0.8346 -1.6974  0.07
H: 1.2683 -1.6278 -0.5095  0.10

=====

Q: Which of them is the least stable? A: b.

=====

--- a ---
An isolated molecule of C6H13N. Source: the Open Molecules 2025 dataset; level of theory: wB97M-V/def2-TZVPD.

## Properties
SMILES: C=N[C@H](C)C(C)C
HOMO-LUMO gap: 10.8 eV
HOMO energy: -9.65 eV
M: 99.177 g mol⁻¹

Each line ends with the Löwdin charge.
Geometry (Å):
C: 1.9052 -1.4014 0.3555  -0.06
N: 0.6509 -1.3479 0.2143  0.01
C: -0.0585 -0.2286 0.8182  -0.42
C: -1.3124 -0.7459 1.5203  -0.06
C: -0.3563 0.8029 -0.3007  -0.39
C: 0.9528 1.4231 -0.7987  -0.08
C: -1.1796 0.2097 -1.4479  -0.08
H: 2.4679 -2.1738 -0.1720  0.07
H: 2.4825 -0.6924 0.9688  0.08
H: 0.5755 0.2853 1.5666  0.13
H: -1.0410 -1.3947 2.3595  0.08
H: -1.9143 0.0836 1.9092  0.08
H: -1.9283 -1.3365 0.8359  0.07
H: -0.9474 1.6040 0.1676  0.13
H: 1.6599 0.6488 -1.1182  0.06
H: 1.4347 2.0050 -0.0031  0.08
H: 0.7856 2.0828 -1.6556  0.08
H: -2.0585 -0.3196 -1.0742  0.07
H: -0.5868 -0.5012 -2.0263  0.08
H: -1.5319 0.9970 -2.1191  0.08

=====

--- b ---
A structure of composition C6H13N. Source: the Open Molecules 2025 dataset; level of theory: wB97M-V/def2-TZVPD.

## Properties
HOMO-LUMO gap: 9.7 eV
HOMO energy: -8.66 eV
M: 99.177 g mol⁻¹

Each line ends with the Löwdin charge.
Geometry (Å):
C: -1.3328 1.7149 0.5730  -0.06
C: -0.7454 0.3098 0.5266  -0.41
N: -1.1980 -0.4578 -0.5946  -0.02
C: -1.1421 -1.7517 -0.4355  -0.16
C: 0.7674 0.2030 0.1763  -0.41
C: 1.2685 -1.1729 0.4117  -0.08
C: 1.2405 0.9028 -1.1039  -0.06
H: -2.3969 1.6681 0.8306  0.08
H: -0.8226 2.3338 1.3206  0.08
H: -1.2568 2.2010 -0.4031  0.07
H: -0.8996 -0.1791 1.5126  0.14
H: -1.3641 -2.3678 -1.3065  0.08
H: 0.2854 -1.9915 -0.2242  0.12
H: -1.4305 -2.2311 0.5143  0.09
H: 1.4782 0.3895 1.0280  0.15
H: 1.1518 -1.4878 1.4572  0.08
H: 2.2648 -1.3548 -0.0035  0.09
H: 0.6571 1.8030 -1.3284  0.07
H: 1.1932 0.2583 -1.9883  0.08
H: 2.2817 1.2101 -0.9629  0.08

=====

--- c ---
A cluster of 2 separate species, C6H13N in total. Source: the Open Molecules 2025 dataset; level of theory: wB97M-V/def2-TZVPD.

## Properties
HOMO-LUMO gap: 8.3 eV
HOMO energy: -7.16 eV
M: 99.177 g mol⁻¹

Each line ends with the Löwdin charge.
Geometry (Å):
C: -1.4122 -2.3150 -1.3608  -0.12
C: -0.3997 -1.1659 -1.3994  -0.24
C: -0.6547 -0.1182 -0.3596  -0.12
N: 0.3175 0.4241 0.3013  -0.16
C: 1.5092 0.2708 0.9177  -0.09
C: 0.5524 1.2688 1.4614  -0.31
C: 0.6663 2.7662 1.2869  -0.06
H: -2.4411 -1.9486 -1.4561  0.07
H: -1.3391 -2.8735 -0.4217  0.06
H: -1.2311 -3.0135 -2.1849  0.07
H: 0.6152 -1.5567 -1.2494  0.11
H: -0.4168 -0.7031 -2.3960  0.11
H: -0.1963 -1.6828 1.4392  0.06
H: -1.6540 0.2692 -0.1804  0.13
H: 2.4877 0.3972 0.4757  0.08
H: 0.5226 -1.4447 1.5647  0.05
H: -0.0323 0.9601 2.3371  0.13
H: 1.2319 3.1629 2.1387  0.08
H: 1.2194 3.0139 0.3756  0.08
H: -0.3055 3.2719 1.2682  0.07

=====

--- d ---
An isolated molecule of C6H13N. Source: the Open Molecules 2025 dataset; level of theory: wB97M-V/def2-TZVPD.

## Properties
SMILES: [H]/N=C\[C@@H](C)CCC
HOMO-LUMO gap: 8.6 eV
HOMO energy: -7.90 eV
M: 99.177 g mol⁻¹

Each line ends with the Löwdin charge.
Geometry (Å):
H: -0.7867 1.7465 -1.4025  0.05
N: -0.4299 1.0694 -2.0786  0.04
C: -0.1596 -0.0853 -1.5551  -0.24
C: 1.1508 -0.3292 -0.7270  -0.39
C: 2.1178 0.8454 -0.7796  -0.08
C: 0.5414 -0.6303 0.5957  -0.08
C: -1.1372 0.0720 0.6216  -0.21
C: -1.8693 -0.6960 1.7179  -0.15
H: -0.5715 -1.0320 -1.9267  0.11
H: 1.6288 -1.2231 -1.1377  0.13
H: 3.0431 0.5928 -0.2528  0.08
H: 1.6885 1.7397 -0.3248  0.08
H: 2.3808 1.0794 -1.8141  0.08
H: 0.3753 -1.6937 0.7662  0.10
H: 1.0380 -0.1648 1.4466  0.11
H: -0.8855 1.0764 0.9684  0.09
H: -1.9191 0.3004 -0.1096  0.09
H: -1.3017 -0.7221 2.6513  0.07
H: -2.8305 -0.2227 1.9418  0.07
H: -2.0738 -1.7229 1.3988  0.07

=====

Q: Which of them is the least stable? A: c.